{
  "formula": "C30H27CrGeN3O8P2",
  "method": "wB97M-V/def2-TZVPD",
  "lumo_ev": [2.31, 2.42],
  "spin_multiplicity": 2,
  "total_energy_ha": -5730.14239,
  "orbital_gap_ha": [0.2600, 0.2540],
  "total_charge": -1,
  "e_homo_ev": [-4.7673, -4.4919],
  "symbols": ["Ge", "Cr", "P", "P", "O", "O", "O", "O", "O", "O", "O", "O", "N", "N", "N", "C", "C", "C", "C", "C", "C", "C", "C", "C", "C", "C", "C", "C", "C", "C", "C", "C", "C", "C", "C", "C", "C", "C", "C", "C", "C", "C", "C", "C", "C", "H", "H", "H", "H", "H", "H", "H", "H", "H", "H", "H", "H", "H", "H", "H", "H", "H", "H", "H", "H", "H", "H", "H", "H", "H", "H", "H"],
  "positions_angstrom": [[-1.8282, 1.3741, -1.0702], [0.2962, 0.0863, 0.0266], [1.6304, 2.9435, -0.2303], [3.3622, 0.7353, 0.4103], [4.5642, 0.5788, 1.2392], [0.4787, -2.7186, 2.7461], [0.9542, 4.0373, 0.4730], [0.7773, 1.8639, -0.9204], [2.6061, 2.1302, 0.7704], [2.3168, -0.3529, 0.3539], [3.8423, 1.0030, -1.1453], [2.6117, 3.5165, -1.3602], [-0.0747, -1.6126, 0.8054], [0.2417, -1.0215, -1.6667], [-0.0919, 0.6853, 1.9093], [-3.3942, 4.6372, 1.1744], [-2.9611, 2.4983, 0.1276], [-1.8350, 2.4927, -2.7302], [-4.1220, 2.0024, 0.7212], [-3.5542, -0.4505, -2.7817], [-4.3158, -1.5892, -3.0201], [-0.3155, 1.8827, 2.4605], [0.0144, -2.7876, -0.0221], [0.4175, -1.4455, -4.0132], [0.3382, -0.5965, -2.9341], [-2.6049, 3.8270, 0.3708], [-2.9958, -0.2129, -1.5273], [0.2583, -0.3323, 2.7336], [-4.9178, 2.8158, 1.5165], [-3.1649, 3.6355, -4.4032], [-0.0950, 2.1446, 3.7972], [-2.0125, 4.0070, -5.0834], [0.2954, -3.2637, -2.4874], [0.2041, -2.3526, -1.4501], [-4.5330, -2.5078, -2.0033], [-3.9688, -2.2927, -0.7518], [0.2489, -1.6975, 2.1070], [0.4078, -2.8176, -3.7936], [-3.0728, 2.8892, -3.2378], [0.5695, -0.1269, 4.0622], [0.4085, 1.1351, 4.6078], [-3.1971, -1.1624, -0.5237], [-0.6874, 2.8995, -3.4066], [-0.7732, 3.6478, -4.5747], [-4.5573, 4.1364, 1.7451], [0.2743, -4.3230, -2.2646], [0.4900, -1.0394, -5.0130], [0.9204, -0.9704, 4.6409], [0.8407, -3.4277, 0.3080], [-5.1333, -3.3913, -2.1856], [0.2851, 2.6525, -2.9985], [-0.9006, -3.3916, 0.0456], [-4.1256, -3.0133, 0.0434], [4.8109, 1.0047, -1.0958], [0.1326, 3.9614, -5.0804], [-2.0829, 4.5810, -5.9997], [0.3554, 0.4780, -3.0620], [-3.9765, 2.6150, -2.7017], [-4.7428, -1.7632, -4.0019], [-2.7204, -1.0168, 0.4415], [-0.3013, 3.1323, 4.1844], [-4.4111, 0.9721, 0.5472], [-3.1014, 5.6648, 1.3563], [0.4717, -3.5161, -4.6168], [-4.1364, 3.9329, -4.7807], [0.6542, 1.3344, 5.6424], [-3.3897, 0.2626, -3.5829], [-5.1822, 4.7698, 2.3636], [-1.6844, 4.2188, -0.0472], [-0.6560, 2.6582, 1.7917], [3.0974, 2.7629, -1.7412], [-5.8268, 2.4189, 1.9548]]
}



{
  "formula": "C8H11BrO",
  "method": "wB97M-V/def2-TZVPD",
  "lumo_ev": 0.46,
  "total_energy_ha": -2960.51814,
  "orbital_gap_ha": 0.3110,
  "e_homo_ev": -8.0006,
  "symbols": ["Br", "O", "C", "C", "C", "C", "C", "C", "C", "C", "H", "H", "H", "H", "H", "H", "H", "H", "H", "H", "H"],
  "positions_angstrom": [[2.1928, 1.5779, 0.0883], [0.1812, -2.0075, -0.7671], [-1.3346, 0.6897, 1.8561], [1.4914, -0.8920, 1.3920], [0.1917, -0.0603, -2.1972], [-0.7984, 0.8632, -2.0270], [-1.0251, 0.8859, 0.4553], [0.9635, -0.8077, -1.0739], [-1.4319, 1.1867, -0.7296], [1.1564, 0.0019, 0.1667], [-2.0877, 1.4486, 2.0101], [1.9322, -1.2193, -1.5782], [1.9807, -1.7417, 1.0623], [0.5557, -0.2202, -3.1924], [-0.5223, -1.6883, -0.1830], [-0.5483, 0.9389, 2.5252], [-1.6831, -0.3156, 2.0280], [-1.2703, 1.3192, -2.8589], [0.4821, -1.0465, 1.8081], [2.0927, -0.3678, 2.1531], [-2.5187, 1.4549, -0.9376]]
}



{
  "formula": "C3H6O2",
  "method": "wB97M-V/def2-TZVPD",
  "lumo_ev": 0.95,
  "total_energy_ha": -268.33650,
  "smiles": "C=COCO",
  "orbital_gap_ha": 0.3992,
  "e_homo_ev": -9.9107,
  "symbols": ["O", "O", "C", "C", "C", "H", "H", "H", "H", "H", "H"],
  "positions_angstrom": [[-2.2609, 0.7688, 0.6533], [-0.0444, 0.2317, 0.8086], [1.1345, 0.0157, 0.1320], [1.5341, -1.1846, -0.2701], [-1.1477, 0.4001, -0.0695], [-2.0892, 1.6347, 1.0403], [-0.8699, 1.1428, -0.8412], [2.4790, -1.3095, -0.7899], [-1.3897, -0.5523, -0.5504], [1.7159, 0.9251, -0.0456], [0.9382, -2.0726, -0.0674]]
}



{
  "formula": "C4H4N2O",
  "method": "wB97M-V/def2-TZVPD",
  "lumo_ev": [0.89, -2.28],
  "spin_multiplicity": 3,
  "total_energy_ha": -339.33981,
  "orbital_gap_ha": [0.2888, 0.3178],
  "e_homo_ev": [-6.9677, -10.9248],
  "symbols": ["O", "N", "N", "C", "C", "C", "C", "H", "H", "H", "H"],
  "positions_angstrom": [[-0.9465, 0.1176, 1.2637], [-2.4196, 2.4470, -0.6777], [1.0093, -0.1078, -1.6090], [-0.5751, -0.6615, 0.1436], [-0.6354, 1.4366, 0.8030], [0.3297, 0.2055, -0.6624], [-1.5868, 2.0398, -0.0241], [-1.5254, -1.0845, -0.4886], [0.0855, 1.9237, 1.3984], [1.6738, 0.4771, -2.0104], [-0.1072, -1.6013, 0.6703]]
}



{
  "formula": "C24H22FN5O3S",
  "method": "wB97M-V/def2-TZVPD",
  "lumo_ev": 0.45,
  "total_energy_ha": -1925.32602,
  "smiles": "Cn1cccc1Cc1nnc(SCC(=O)Nc2ccc3c(c2)OCCO3)n1-c1ccc(F)cc1",
  "orbital_gap_ha": 0.3061,
  "e_homo_ev": -7.8839,
  "symbols": ["S", "F", "O", "O", "O", "N", "N", "N", "N", "N", "C", "C", "C", "C", "C", "C", "C", "C", "C", "C", "C", "C", "C", "C", "C", "C", "C", "C", "C", "C", "C", "C", "C", "C", "H", "H", "H", "H", "H", "H", "H", "H", "H", "H", "H", "H", "H", "H", "H", "H", "H", "H", "H", "H", "H", "H"],
  "positions_angstrom": [[4.1736, -0.5171, -1.0708], [1.7867, 5.3178, -0.4663], [-2.1314, 1.7925, -1.8621], [-3.8871, -0.3842, -1.2675], [1.8686, -3.4492, -1.9627], [1.5379, -1.1954, -2.1314], [3.0349, -2.0542, 0.8450], [2.3367, 0.0332, 0.9190], [2.1185, -1.9510, 1.8132], [-1.3861, -1.4579, 2.1557], [-2.8633, 0.1831, 1.9288], [2.1936, 1.3907, 0.5909], [-0.6738, -2.0865, -1.5567], [-2.6796, -1.1705, 1.8621], [1.6883, -0.7216, 1.8669], [-0.3496, 0.2502, -2.0282], [0.7029, -0.2219, 2.8640], [-2.0150, -1.8430, -1.3417], [-4.3537, 0.8665, -1.7202], [3.7924, -2.0353, -2.0042], [3.1750, -0.8759, 0.3156], [-0.7277, -0.2933, 2.4168], [0.7829, 3.2520, 0.0456], [-1.6226, 0.7436, 2.2795], [0.9235, 1.9243, 0.4008], [-1.6918, 0.4967, -1.7849], [3.3270, 2.1793, 0.4211], [0.1634, -1.0364, -1.9201], [-3.4045, 1.9799, -1.2808], [2.2905, -2.3216, -2.0276], [1.9197, 4.0247, -0.1178], [-2.5430, -0.5641, -1.4620], [-0.8693, -2.7945, 2.2765], [3.1907, 3.5073, 0.0636], [4.3076, 1.7541, 0.5702], [-4.4237, 0.8654, -2.8171], [-1.3957, -3.4457, 1.5803], [4.0535, 4.1386, -0.0740], [4.1790, -1.8795, -3.0120], [-2.6859, -2.6459, -1.0836], [-1.0218, -3.1716, 3.2921], [-0.2728, -3.0805, -1.4577], [-0.1922, 3.6807, -0.1198], [0.1965, -2.8212, 2.0540], [-3.7574, 2.9564, -1.6156], [-1.4114, 1.7845, 2.4370], [2.0398, -0.3268, -2.2783], [-3.7846, 0.7071, 1.7662], [0.2827, 1.0841, -2.2937], [-5.3474, 1.0010, -1.2905], [-3.3787, -1.9459, 1.6215], [-3.3155, 1.9684, -0.1869], [0.9308, 0.8190, 3.1032], [4.3019, -2.8775, -1.5379], [0.8324, -0.8293, 3.7648], [0.0544, 1.2964, 0.5176]]
}



{
  "formula": "C5H8N2O3S",
  "method": "wB97M-V/def2-TZVPD",
  "lumo_ev": 0.72,
  "total_energy_ha": -928.66546,
  "smiles": "CS(=O)(=O)OCn1cccn1",
  "orbital_gap_ha": 0.3973,
  "e_homo_ev": -10.0894,
  "symbols": ["S", "O", "O", "O", "N", "N", "C", "C", "C", "C", "C", "H", "H", "H", "H", "H", "H", "H", "H"],
  "positions_angstrom": [[2.1396, -0.1795, 0.2531], [1.7367, -0.1143, 1.6638], [1.6169, 1.0920, -0.5624], [3.5243, -0.2130, -0.0305], [-0.7927, 0.9925, -0.0083], [-1.7105, 1.1880, -0.9817], [1.3419, -1.5508, -0.5634], [-1.0785, -0.0292, 0.8920], [-2.3139, -0.4935, 0.5007], [0.3536, 1.8170, 0.0591], [-2.6251, 0.2327, -0.7023], [1.9314, -1.9754, -1.3875], [-3.3844, -0.1384, -1.3420], [0.3040, -1.3412, -0.8062], [0.1016, 2.6036, -0.5912], [-3.0469, -1.3272, 0.7581], [0.8424, 1.9580, 0.9498], [1.3379, -2.3552, 0.2900], [-0.2781, -0.1659, 1.6091]]
}



{
  "formula": "C9H15NO3S",
  "method": "wB97M-V/def2-TZVPD",
  "lumo_ev": 0.25,
  "total_energy_ha": -1030.40082,
  "smiles": "C/C=C/C=C\\C(C)=C(\\OC)S(N)(=O)=O",
  "orbital_gap_ha": 0.2933,
  "e_homo_ev": -7.7324,
  "symbols": ["S", "O", "O", "O", "N", "C", "C", "C", "C", "C", "C", "C", "C", "C", "H", "H", "H", "H", "H", "H", "H", "H", "H", "H", "H", "H", "H", "H", "H"],
  "positions_angstrom": [[-0.2738, 0.3460, -1.8886], [0.4609, 0.1012, -3.1093], [2.0708, -0.5690, -0.8806], [-0.5712, 1.7107, -1.5860], [-1.8259, -0.3894, -2.1228], [-0.4600, 1.0793, 1.5408], [-2.0175, -0.6283, 0.5999], [2.4798, 0.8647, -0.7671], [-1.4804, 0.7045, 0.7392], [-1.1674, -1.7008, 0.5389], [1.2112, -2.6838, 0.7482], [-0.1408, 2.5866, 1.7721], [0.7636, -0.7279, -0.6739], [0.2228, -1.6074, 0.2000], [-0.1994, 3.1457, 0.8544], [0.8828, -3.6796, 0.1949], [0.1211, 0.3397, 2.1315], [-1.6440, -2.7240, 0.7300], [-1.9481, 1.6032, 0.3716], [2.1810, -2.3722, 0.4772], [2.0884, 1.1572, 0.2348], [-2.0649, -1.2692, -2.3530], [-2.3572, 0.2258, -2.5962], [1.0516, -2.7686, 1.9143], [-3.0400, -0.6189, 0.5847], [1.9664, 1.4675, -1.6257], [3.6340, 0.8105, -0.8606], [0.9524, 2.6327, 2.2829], [-0.8961, 2.9636, 2.5482]]
}



{
  "formula": "C33H57F15NO19PS7",
  "method": "wB97M-V/def2-TZVPD",
  "lumo_ev": -0.70,
  "total_energy_ha": -7402.42147,
  "smiles": "C#CC[C@@]1(CCCCC(F)(F)C(F)(F)S(F)(F)(F)(F)F)C[C@@]([PH2]=S)(C(=O)C(F)(F)C(F)(F)C(F)(F)C(=O)O)NC1=O.CCOS(C)(=O)=O.CCOS(C)(=O)=O.CCOS(C)(=O)=O.CCOS(C)(=O)=O.CCOS(C)(=O)=O",
  "orbital_gap_ha": 0.3103,
  "e_homo_ev": -9.1480,
  "symbols": ["S", "S", "S", "S", "S", "S", "S", "P", "F", "F", "F", "F", "F", "F", "F", "F", "F", "F", "F", "F", "F", "F", "F", "O", "O", "O", "O", "O", "O", "O", "O", "O", "O", "O", "O", "O", "O", "O", "O", "O", "O", "O", "N", "C", "C", "C", "C", "C", "C", "C", "C", "C", "C", "C", "C", "C", "C", "C", "C", "C", "C", "C", "C", "C", "C", "C", "C", "C", "C", "C", "C", "C", "C", "C", "C", "C", "H", "H", "H", "H", "H", "H", "H", "H", "H", "H", "H", "H", "H", "H", "H", "H", "H", "H", "H", "H", "H", "H", "H", "H", "H", "H", "H", "H", "H", "H", "H", "H", "H", "H", "H", "H", "H", "H", "H", "H", "H", "H", "H", "H", "H", "H", "H", "H", "H", "H", "H", "H", "H", "H", "H", "H", "H"],
  "positions_angstrom": [[-1.1775, -4.4163, -7.9289], [-0.5009, 3.7717, 1.2677], [-0.9465, 6.3068, 4.6384], [2.1125, 10.9751, 4.1502], [-3.5819, -5.2302, 3.8623], [-0.5066, -6.0439, -2.6749], [2.6366, -6.4712, 3.0478], [-1.6191, 2.3136, 0.6756], [-0.4698, -2.4003, -9.4435], [1.9467, -1.4613, -1.1495], [4.1107, 1.2664, -1.4532], [4.7244, -0.6625, -0.6741], [-1.8746, -0.5420, -8.6844], [-2.0842, -4.5466, -9.1961], [1.7431, 1.9518, -0.3659], [0.0807, -4.7291, -8.8433], [1.5428, 1.1225, -2.3699], [2.6050, -0.3050, 0.5992], [-3.2491, -2.2053, -8.5862], [-1.3524, -5.9584, -7.6906], [0.0823, -2.1591, -7.4106], [-2.4008, -4.1731, -6.9725], [-0.1676, -4.4099, -6.6941], [3.8491, -6.7702, 2.3492], [-1.0100, 6.9299, 6.1103], [3.4123, 11.8700, 4.3561], [-0.1947, -7.4381, -2.6114], [0.8464, -5.2038, -2.6909], [1.5162, 11.2896, 2.8904], [-0.5828, 2.2031, -4.2579], [3.7368, 0.2446, -3.8780], [2.4334, 9.6179, 4.4812], [-1.9642, 6.9254, 3.8434], [-0.3197, -0.5025, -0.0727], [-4.2950, -4.9689, 2.6512], [-1.4007, -5.4563, -1.7213], [-0.8717, 4.8827, 4.7441], [-3.1732, -6.5621, 4.1930], [1.9673, -5.2208, 2.8437], [2.8749, -6.6855, 4.6067], [-2.3147, -4.2727, 3.9444], [4.0738, -1.7864, -3.0151], [-0.8280, 2.5031, -1.9973], [1.5032, -4.9667, -1.4291], [4.6265, 11.4517, 3.6987], [3.8647, -0.6296, -2.8498], [-2.4278, 0.9625, -1.5340], [-2.8141, 0.1328, -6.2546], [1.4158, 0.8432, -1.0444], [2.4206, -0.2869, -0.7259], [4.6278, 11.7876, 2.2205], [-0.9006, -2.5585, -8.1930], [1.4842, -7.7815, 2.8125], [-2.1609, -1.6767, -7.9933], [2.2481, -6.1848, -0.9247], [-1.1260, 1.5315, -0.9765], [-3.8098, 0.2615, -5.0596], [3.7187, -4.5388, 5.4568], [-1.2659, -4.3607, 1.7203], [-3.3550, 1.1999, -3.9395], [-0.0416, 0.5044, -0.6500], [-1.1003, 1.8816, -3.2303], [3.7983, -0.0465, -1.4193], [3.9951, -6.0095, 5.2135], [-2.4630, -1.3279, -6.5297], [0.6306, 6.9436, 4.1923], [-2.6273, 5.5525, 7.3428], [-1.6311, -0.7134, -3.1946], [-1.0239, -5.6310, -4.3043], [-0.2921, -0.8396, -3.7637], [0.6449, -1.0526, -4.4653], [-1.1353, -4.6546, 3.2007], [1.1460, 11.6844, 5.4395], [-2.1534, 0.7512, -3.0549], [-4.4715, -4.5333, 5.2135], [-2.2816, 6.9186, 6.7824], [2.7831, -4.4097, 6.0009], [-1.8999, 0.6608, -6.0086], [2.8268, 0.5710, -3.9392], [-4.1984, 1.3162, -3.2585], [4.1627, -6.5197, 6.1598], [-5.4321, -5.0406, 5.2620], [1.1489, -7.7340, 1.7783], [4.8881, -6.1521, 4.6031], [2.1992, -4.1498, -1.6108], [0.5798, 8.0261, 4.1604], [1.6251, 11.4753, 6.3917], [-2.9616, 2.6786, 0.4618], [-0.3191, -4.0740, 3.6228], [-1.9379, -6.1834, -4.5126], [-3.9069, -4.6985, 6.1266], [-2.1893, 7.6406, 7.5922], [2.9160, -6.5765, -1.6913], [-0.3124, -4.5378, 1.2247], [5.6077, 11.5801, 1.7905], [1.3619, 6.6111, 4.9235], [4.3874, 12.8393, 2.0663], [-2.0173, -4.9939, 1.2498], [1.9849, -8.7254, 3.0074], [4.5299, -4.0958, 6.0346], [-3.2026, 1.7262, -1.5040], [0.8723, 6.5464, 3.2087], [-3.1748, 2.1902, -4.3358], [-2.8071, 4.8329, 6.5452], [-1.6471, 1.2134, 1.5530], [-3.5268, 5.6150, 7.9562], [-0.9094, -5.7064, 3.3774], [1.5599, -1.2660, -4.9522], [-3.3268, -1.9363, -6.2745], [0.6451, -7.6371, 3.4885], [1.0668, 12.7540, 5.2662], [-4.0608, -0.7029, -4.6284], [-4.7223, 0.6911, -5.4564], [0.1630, 11.2203, 5.3967], [0.0795, 2.9484, -1.9862], [2.8337, -5.9280, -0.0415], [3.8871, 11.1995, 1.6801], [-1.8079, 5.1697, 7.9510], [-1.5652, -3.3245, 1.5602], [-2.3182, -1.3550, -3.7274], [-3.3091, 0.5965, -7.0944], [-1.5415, -1.1270, -2.1995], [4.7892, 10.3859, 3.8661], [-3.0601, 7.2811, 6.1087], [1.5563, -6.9844, -0.6570], [-0.2433, -5.9148, -4.9982], [3.6310, -3.9920, 4.5186], [-2.8645, 0.1392, -0.9773], [-1.2065, -4.5616, -4.3413], [5.4279, 11.9865, 4.2044], [-1.6591, -1.6878, -5.9025], [0.7756, -4.6154, -0.6962], [-4.6133, -3.4725, 5.0266]]
}



Please write out number 6 again, unchanged.
{
  "formula": "C5H8N2O3S",
  "method": "wB97M-V/def2-TZVPD",
  "lumo_ev": 0.72,
  "total_energy_ha": -928.66546,
  "smiles": "CS(=O)(=O)OCn1cccn1",
  "orbital_gap_ha": 0.3973,
  "e_homo_ev": -10.0894,
  "symbols": ["S", "O", "O", "O", "N", "N", "C", "C", "C", "C", "C", "H", "H", "H", "H", "H", "H", "H", "H"],
  "positions_angstrom": [[2.1396, -0.1795, 0.2531], [1.7367, -0.1143, 1.6638], [1.6169, 1.0920, -0.5624], [3.5243, -0.2130, -0.0305], [-0.7927, 0.9925, -0.0083], [-1.7105, 1.1880, -0.9817], [1.3419, -1.5508, -0.5634], [-1.0785, -0.0292, 0.8920], [-2.3139, -0.4935, 0.5007], [0.3536, 1.8170, 0.0591], [-2.6251, 0.2327, -0.7023], [1.9314, -1.9754, -1.3875], [-3.3844, -0.1384, -1.3420], [0.3040, -1.3412, -0.8062], [0.1016, 2.6036, -0.5912], [-3.0469, -1.3272, 0.7581], [0.8424, 1.9580, 0.9498], [1.3379, -2.3552, 0.2900], [-0.2781, -0.1659, 1.6091]]
}